No. 1
The following is a quantum chemistry calculation of C18H27F11NO20S4Zr as an isolated structure at a distorted geometry, from the OMol25 dataset.

Output
**HOMO**: -13.37 eV
**Energy**: -136047.591 eV
**Frontier orbital gap**: 7.573 eV
**Charge**: +1
**M**: 1005.87 u
**Largest force on an atom**: 9.127 eV/A
**Multiplicity**: 1

XYZ file:
```
82
Properties=species:S:1:pos:R:3:mulliken_charge:R:1
Zr -1.6875 1.3603 0.2358 2.049
N -1.6047 3.2479 -0.4966 -0.041
S -0.4404 4.2869 -0.9567 0.805
O 0.1206 5.0694 0.1094 -0.452
O -0.3022 4.6731 -2.3222 -0.555
F 0.6175 3.0932 -0.9784 -0.268
S -2.8053 4.4170 -1.0790 0.932
O -3.4350 3.9355 -2.2667 -0.528
O -2.6157 5.7899 -0.7931 -0.405
F -3.8453 4.0235 0.0768 -0.259
O -1.3108 -0.4440 -0.9459 -0.881
C -0.0137 -1.0017 -0.6942 0.920
C 0.7899 -0.3284 0.4707 -1.188
O 0.3516 0.9667 0.8130 0.297
H 0.0496 -2.0667 -0.4506 0.239
H 0.5812 -0.8700 -1.5988 -0.270
H 1.8453 -0.3554 0.1828 0.438
H 0.7423 -0.9645 1.3632 0.208
C -4.1301 -3.1483 1.2100 -1.386
C -2.6684 -2.7260 1.3160 0.301
O -2.4221 -2.3369 2.6988 -0.306
C -1.9957 -1.1296 2.9580 0.220
O -1.9632 -0.2370 2.1412 -0.476
C -1.5978 -1.0220 4.4525 0.881
F -1.8185 0.1657 4.9632 -0.230
F -2.2094 -1.9322 5.1624 -0.230
F -0.2789 -1.2565 4.4545 -0.244
H -4.8348 -2.3727 0.9123 0.319
H -4.5482 -3.6353 2.0886 0.392
H -4.1590 -3.8908 0.4067 0.370
H -2.4951 -1.9522 0.5684 -0.053
H -1.9209 -3.5006 1.1567 0.336
C 2.3629 -5.5048 -2.6263 -1.543
C 1.3948 -4.4364 -2.1436 -0.177
O 1.6894 -3.2058 -2.7878 0.058
C 2.7088 -2.4477 -2.4522 0.301
O 3.4527 -2.6328 -1.5405 -0.538
C 2.8043 -1.1306 -3.2947 0.853
F 1.6038 -0.6308 -3.5777 -0.194
F 3.4635 -0.2400 -2.5631 -0.240
F 3.4831 -1.3374 -4.4090 -0.279
H 3.3549 -5.2778 -2.2367 0.415
H 2.3793 -5.6205 -3.7058 0.314
H 2.0593 -6.4597 -2.1913 0.418
H 1.4144 -4.3581 -1.0500 0.360
H 0.3584 -4.7348 -2.3012 0.314
C 1.0239 2.2734 5.1733 -1.611
C 0.5238 2.4910 3.7366 1.202
O -0.3126 3.6757 3.7230 -0.236
C -1.3897 3.6821 3.0065 0.500
O -1.7340 2.8743 2.1565 -0.503
C -2.2961 4.9090 3.2925 0.784
F -2.3194 5.6620 2.1731 -0.196
F -3.5401 4.4258 3.4760 -0.249
F -1.8929 5.6532 4.2991 -0.215
H 0.2416 1.8782 5.8098 0.375
H 1.4819 3.1791 5.5703 0.411
H 1.8784 1.5997 5.0803 0.409
H -0.0065 1.5907 3.4478 -0.455
H 1.4238 2.6849 3.1598 -0.077
C 3.8126 2.4184 -0.7466 0.443
C 4.8522 2.3802 0.4080 -0.392
O 4.8983 3.6778 0.9542 -0.402
S 3.4680 4.3729 0.7308 1.006
O 3.7332 5.7862 0.6448 -0.608
O 2.5017 3.7998 1.6199 -0.393
O 3.3600 3.7820 -0.7426 -0.356
H 2.9705 1.7476 -0.5771 -0.430
H 4.2327 2.2249 -1.7291 0.374
H 5.8390 2.0485 0.0883 0.336
H 4.5788 1.6580 1.1841 0.261
C -2.0047 -2.3918 -3.8650 -0.052
C -2.3071 -3.5733 -2.9920 0.063
O -2.0493 -4.7444 -3.7972 -0.377
S -1.1075 -4.3546 -5.0697 1.088
O -1.8659 -4.3833 -6.2823 -0.550
O 0.1024 -5.1285 -4.9551 -0.486
O -0.8211 -2.8369 -4.5454 -0.272
H -1.7832 -1.4650 -3.3414 -0.032
H -2.7985 -2.1361 -4.5696 0.340
H -3.3768 -3.6892 -2.7942 0.366
H -1.8422 -3.6133 -2.0068 -0.060
```

No. 2
The following is a quantum chemistry calculation of a 5-piece molecular cluster, C18H27F12INO8P overall at a distorted geometry, from the OMol25 dataset.

Output
**HOMO**: -8.44 eV
**Energy**: -86974.371 eV
**Frontier orbital gap**: 8.488 eV
**SMILES**: CCOC(=O)C(F)(F)F.CCOC(=O)C(F)(F)F.CCOC(=O)C(F)(F)F.CCOC(=O)C(F)(F)F.NCCPI
**M**: 771.27 u
**Largest force on an atom**: 1.604 eV/A
**Multiplicity**: 1

XYZ file:
```
68
Properties=species:S:1:pos:R:3:nbo_charge:R:1
C 2.0385 1.0468 2.0598 -0.634
C 1.9115 -0.4046 2.4724 -0.081
O 0.5472 -0.7289 2.7908 -0.473
C -0.2341 -1.0245 1.7555 0.694
O 0.1169 -1.0339 0.6149 -0.551
C -1.6323 -1.3925 2.2396 0.897
F -2.0751 -0.5559 3.1803 -0.304
F -1.6523 -2.6223 2.7664 -0.310
F -2.5212 -1.3749 1.2509 -0.300
H 1.6259 1.6956 2.8234 0.221
H 3.0777 1.3054 1.8956 0.224
H 1.4832 1.2423 1.1398 0.217
H 2.4895 -0.5845 3.3788 0.199
H 2.2984 -1.0757 1.7041 0.199
C 1.9547 5.6081 7.0872 -0.638
C 3.3813 5.0991 7.1100 -0.080
O 3.5475 4.0057 6.1930 -0.478
C 3.7593 4.3435 4.9212 0.687
O 3.8146 5.4604 4.5103 -0.528
C 3.9651 3.0922 4.0744 0.900
F 3.0709 2.1291 4.3784 -0.316
F 5.1797 2.5679 4.2659 -0.307
F 3.8599 3.3553 2.7776 -0.299
H 1.2548 4.7938 7.2816 0.216
H 1.8125 6.3841 7.8396 0.224
H 1.7017 6.0231 6.1105 0.224
H 3.6209 4.7092 8.0989 0.197
H 4.0954 5.8949 6.8944 0.201
C -2.8520 3.1775 -2.3918 -0.636
C -1.4330 3.5316 -1.9981 -0.083
O -1.2972 4.9502 -1.8105 -0.476
C -1.6724 5.4159 -0.6200 0.689
O -2.1030 4.7497 0.2706 -0.538
C -1.4291 6.9195 -0.5451 0.897
F -1.8255 7.5491 -1.6544 -0.307
F -0.1296 7.1913 -0.3830 -0.309
F -2.0764 7.4795 0.4726 -0.302
H -3.1573 3.7448 -3.2726 0.216
H -2.9345 2.1123 -2.6106 0.222
H -3.5539 3.4222 -1.5928 0.220
H -0.7491 3.2574 -2.8011 0.205
H -1.1173 2.9899 -1.1052 0.199
C 0.4031 -8.7405 -2.2952 -0.637
C -0.8495 -7.9131 -2.0929 -0.080
O -1.0279 -6.9848 -3.1745 -0.479
C -1.6100 -7.4752 -4.2700 0.688
O -1.9768 -8.6010 -4.4031 -0.529
C -1.7785 -6.3733 -5.3102 0.897
F -0.6827 -5.6122 -5.4347 -0.310
F -2.7854 -5.5448 -4.9985 -0.311
F -2.0435 -6.8518 -6.5203 -0.298
H 1.2708 -8.0933 -2.4337 0.216
H 0.5781 -9.3877 -1.4355 0.224
H 0.3217 -9.3641 -3.1867 0.223
H -0.7570 -7.3146 -1.1870 0.197
H -1.7325 -8.5428 -1.9758 0.202
N -1.8056 -2.3800 -2.0706 -0.870
C -1.0240 -2.1584 -3.3172 -0.235
C -1.7857 -1.0609 -4.1456 -0.729
P -0.7186 0.2019 -5.0237 0.337
I 1.2622 0.7226 -3.6809 -0.125
H -2.1380 -3.3317 -2.0019 0.363
H -1.2857 -2.0930 -1.2515 0.381
H -0.0081 -1.8487 -2.9854 0.195
H -0.8732 -3.1052 -3.8846 0.196
H -2.4516 -1.5829 -4.8737 0.248
H -2.4674 -0.5403 -3.4373 0.252
H -0.1960 -0.4740 -6.1830 -0.012
```

No. 3
The following is a quantum chemistry calculation of one molecule with the formula C18H27F3N2O, from the OMol25 dataset.

Output
**HOMO**: -8.12 eV
**Energy**: -32284.835 eV
**Frontier orbital gap**: 8.854 eV
**SMILES**: CC(C)CN1CCN(Cc2ccccc2C(F)(F)F)C[C@H]1CCO
**M**: 344.42 u
**Largest force on an atom**: 0.539 eV/A
**Multiplicity**: 1

XYZ file:
```
51
Properties=species:S:1:pos:R:3:nbo_charge:R:1
C -3.9566 -1.1204 -1.8130 -0.611
C -3.9524 -1.3119 -0.3000 -0.214
C -4.7236 -0.1859 0.3804 -0.612
C -2.5107 -1.4005 0.2346 -0.208
N -1.7284 -0.2203 -0.1099 -0.484
C -0.6101 -0.4858 -0.9925 -0.211
C 0.5932 -1.0966 -0.2665 -0.253
N 1.0063 -0.2083 0.8048 -0.454
C 2.1980 -0.6932 1.4792 -0.247
C 3.3942 -0.7095 0.5680 0.095
C 4.1011 -1.8946 0.3950 -0.237
C 5.2036 -1.9695 -0.4357 -0.184
C 5.6230 -0.8469 -1.1271 -0.218
C 4.9388 0.3436 -0.9713 -0.164
C 3.8379 0.4204 -0.1243 -0.179
C 3.1430 1.7527 -0.0320 0.984
F 3.9714 2.7702 -0.3438 -0.330
F 2.6561 2.0565 1.1763 -0.321
F 2.1181 1.8574 -0.9015 -0.329
C -0.0884 -0.0199 1.7394 -0.228
C -1.3110 0.5877 1.0264 -0.035
C -0.9967 2.0312 0.6162 -0.446
C -2.1243 2.6887 -0.1768 -0.054
O -1.8062 4.0048 -0.5666 -0.717
H -4.9764 -1.0601 -2.1857 0.208
H -3.4592 -1.9512 -2.3090 0.200
H -3.4371 -0.2006 -2.0662 0.213
H -4.4417 -2.2646 -0.0626 0.192
H -4.7422 -0.3280 1.4590 0.201
H -5.7502 -0.1593 0.0221 0.209
H -4.2530 0.7672 0.1603 0.209
H -2.5549 -1.5385 1.3209 0.188
H -2.0470 -2.2994 -0.1861 0.187
H -0.2953 0.4564 -1.4449 0.202
H -0.9380 -1.1528 -1.7911 0.206
H 0.3298 -2.0974 0.1284 0.158
H 1.4228 -1.2152 -0.9680 0.211
H 2.3959 -0.0288 2.3262 0.222
H 2.0462 -1.7124 1.8828 0.169
H 3.7739 -2.7769 0.9254 0.215
H 5.7303 -2.9052 -0.5469 0.218
H 6.4768 -0.8942 -1.7846 0.219
H 5.2622 1.2242 -1.5046 0.231
H -0.3757 -0.9817 2.2070 0.162
H 0.2441 0.6572 2.5291 0.206
H -2.1468 0.6115 1.7336 0.206
H -0.8118 2.6148 1.5200 0.212
H -0.0837 2.0455 0.0227 0.215
H -2.3614 2.0731 -1.0553 0.165
H -3.0227 2.7798 0.4386 0.171
H -0.9612 3.9865 -1.0305 0.461
```

No. 4
The following is a quantum chemistry calculation of C18H27FFeN2OSSi as an isolated structure, from the OMol25 dataset.

Output
**HOMO (spin up / spin down)**: -6.72 / -7.38 eV
**Energy**: -79950.633 eV
**Frontier orbital gap (spin up / spin down)**: 7.001 / 7.659 eV
**⟨S²⟩**: 6.02
**M**: 422.42 u
**Largest force on an atom**: 0.575 eV/A
**Multiplicity**: 5

XYZ file:
```
52
Properties=species:S:1:pos:R:3:nbo_charge:R:1
Fe 0.1300 -0.3679 -0.6379 1.425
C 2.7598 2.3123 0.2259 -0.649
C 2.2629 1.3796 1.2923 0.257
C 2.7797 1.3944 2.5735 -0.330
C 2.2678 0.4918 3.5078 -0.129
C 1.2752 -0.3919 3.1594 -0.329
C 0.7955 -0.3861 1.8309 0.421
N 1.2966 0.5167 0.9459 -0.640
N -0.1786 -1.1624 1.3106 -1.228
Si -0.2995 -2.8801 1.3483 1.809
C -0.5838 -3.5759 3.0605 -1.136
C 1.2541 -3.6694 0.6705 -1.140
C -1.7579 -3.3444 0.2738 -1.126
H 2.8835 3.3225 0.6164 0.221
H 2.0635 2.3357 -0.6092 0.228
H 3.7317 1.9813 -0.1466 0.228
H 3.5580 2.0971 2.8370 0.215
H 2.6542 0.4925 4.5204 0.213
H 0.8580 -1.0934 3.8689 0.221
H 0.2791 -3.3966 3.7078 0.228
H -0.7412 -4.6574 3.0151 0.235
H -1.4615 -3.1274 3.5341 0.231
H 2.0912 -3.5547 1.3655 0.234
H 1.5430 -3.2095 -0.2788 0.238
H 1.1103 -4.7385 0.4911 0.235
H -2.7027 -3.2528 0.8178 0.232
H -1.6740 -4.3773 -0.0738 0.235
H -1.8173 -2.7022 -0.6088 0.232
F -1.0633 3.8447 -4.3764 -0.340
C -0.5996 2.6367 -3.9641 0.352
C 0.6739 2.5402 -3.4529 -0.283
C 1.1300 1.2985 -3.0232 -0.231
C 0.3306 0.1455 -3.0806 -0.075
C 0.7682 -1.1205 -2.4573 -0.953
C -0.9478 0.3020 -3.6419 -0.199
C -1.4152 1.5285 -4.0802 -0.283
H 1.3010 3.4212 -3.3996 0.225
H 2.1399 1.2118 -2.6370 0.210
H 1.8447 -1.2757 -2.4320 0.217
H 0.2094 -2.0038 -2.7553 0.218
H -1.5919 -0.5670 -3.7185 0.210
H -2.4043 1.6332 -4.5090 0.223
C -2.8730 2.8768 -0.4834 -0.821
S -2.8271 1.1825 0.0510 1.294
C -2.2721 1.4119 1.7272 -0.842
O -1.6604 0.6029 -0.7119 -1.053
H -1.9387 3.3661 -0.2109 0.239
H -3.7310 3.3709 -0.0272 0.237
H -2.9830 2.8509 -1.5671 0.260
H -3.1239 1.6747 2.3548 0.239
H -1.5012 2.1821 1.7587 0.236
H -1.8425 0.4500 2.0182 0.289
```